Computed, not measured: C15H39Mn2N4O10S as an isolated structure, with ωB97M-V with the def2-TZVPD basis set.

Atoms and positions in Å:
Mn (-1.811, 0.318, -1.100)
Mn (-2.513, 1.697, 2.041)
N (0.556, 1.037, 0.873)
O (1.698, 1.219, 1.226)
O (-0.420, 1.396, 1.621)
O (0.287, 0.441, -0.210)
N (-2.524, -1.401, 1.515)
O (-2.596, -0.481, 2.386)
O (-2.961, -2.495, 1.760)
O (-1.939, -1.182, 0.392)
O (-2.854, 1.618, 0.086)
H (-3.556, 1.869, -0.522)
C (2.520, -1.183, -2.977)
C (3.477, -2.160, -2.313)
N (2.871, -3.295, -1.671)
C (3.933, -4.248, -1.325)
C (3.530, -5.385, -0.414)
C (2.021, -2.925, -0.547)
C (2.719, -2.185, 0.604)
H (3.114, -0.403, -3.464)
H (1.816, -0.725, -2.279)
H (1.940, -1.615, -3.800)
H (4.220, -2.483, -3.055)
H (4.175, -1.586, -1.663)
H (4.373, -4.688, -2.218)
H (4.730, -3.667, -0.826)
H (2.960, -5.095, 0.462)
H (2.972, -6.120, -0.997)
H (4.418, -5.893, -0.034)
H (1.496, -3.793, -0.168)
H (1.299, -2.206, -0.940)
H (2.114, -2.064, 1.507)
H (3.072, -1.204, 0.286)
H (3.592, -2.719, 1.005)
C (-3.746, 2.020, -3.588)
C (-2.376, 1.406, -3.805)
N (-1.350, 1.709, -2.763)
C (-0.033, 1.454, -3.422)
C (0.513, 2.531, -4.365)
C (-1.462, 3.129, -2.341)
C (-0.309, 3.628, -1.528)
H (-3.722, 3.094, -3.780)
H (-4.178, 1.918, -2.587)
H (-4.489, 1.627, -4.281)
H (-2.517, 0.319, -3.858)
H (-2.047, 1.698, -4.804)
H (-0.024, 0.492, -3.926)
H (0.707, 1.382, -2.618)
H (0.859, 2.071, -5.293)
H (1.267, 3.201, -3.974)
H (-0.268, 3.189, -4.777)
H (-1.690, 3.797, -3.169)
H (-2.304, 3.205, -1.659)
H (-0.601, 4.592, -1.087)
H (-0.089, 3.021, -0.647)
H (0.618, 3.883, -2.034)
O (-2.146, 1.646, 4.110)
S (-1.194, 1.536, 5.217)
O (-1.520, 2.226, 6.409)
O (-0.979, 0.051, 5.469)
C (-2.126, -0.828, 5.683)
C (-2.738, -0.627, 7.053)
C (0.414, 2.020, 4.660)
H (-1.815, -1.856, 5.548)
H (-2.846, -0.559, 4.910)
H (-1.986, -0.811, 7.826)
H (-3.562, -1.313, 7.243)
H (-3.093, 0.389, 7.214)
H (1.046, 1.146, 4.552)
H (0.809, 2.665, 5.439)
H (0.245, 2.553, 3.733)

Properties
Orbital gap (alpha / beta) in eV: 6.53 / 6.02
Expectation value of S²: 30.01
Net charge: +1
2S+1: 11

Here are the Löwdin charges for atoms 1 to 5, given in e:
1 Mn 1.0906
2 Mn 1.0964
3 N -0.5008
4 O 0.1124
5 O -0.1361

---

Computed, not measured: a 3-piece molecular cluster, C15H39N3P overall, with ωB97M-V with the def2-TZVPD basis set.

Atoms and positions in Å:
C (-1.908, -1.372, 7.183)
P (-2.152, -2.645, 5.958)
C (-0.687, -2.954, 4.962)
C (-0.162, -1.701, 4.266)
N (-0.836, -0.746, 3.801)
H (-1.596, -0.450, 6.690)
H (-1.135, -1.683, 7.886)
H (-2.840, -1.199, 7.723)
H (-3.235, -2.325, 5.140)
H (-2.516, -3.844, 6.571)
H (-0.925, -3.728, 4.224)
H (0.065, -3.379, 5.634)
H (0.921, -1.671, 4.156)
H (-1.849, -0.836, 3.897)
C (-2.394, -1.931, -0.417)
C (-2.261, -0.660, -1.243)
N (-2.590, 0.538, -0.489)
C (-2.791, 1.713, -1.328)
C (-1.597, 2.188, -2.158)
C (-1.816, 0.737, 0.724)
C (-0.289, 0.765, 0.614)
H (-3.374, -1.973, 0.061)
H (-2.282, -2.806, -1.058)
H (-1.624, -1.992, 0.356)
H (-2.959, -0.706, -2.083)
H (-1.252, -0.631, -1.684)
H (-3.144, 2.522, -0.684)
H (-3.615, 1.475, -2.006)
H (-0.821, 2.641, -1.541)
H (-1.912, 2.931, -2.892)
H (-1.147, 1.355, -2.699)
H (-2.091, -0.065, 1.418)
H (-2.167, 1.664, 1.185)
H (0.091, -0.060, 0.008)
H (0.145, 0.678, 1.612)
H (0.079, 1.687, 0.168)
C (0.849, 0.255, -4.476)
C (1.616, 1.278, -3.653)
N (2.077, 0.744, -2.381)
C (2.532, 1.770, -1.457)
C (3.773, 2.583, -1.836)
C (2.894, -0.459, -2.461)
C (4.138, -0.418, -3.353)
H (0.066, -0.211, -3.875)
H (0.386, 0.739, -5.336)
H (1.498, -0.535, -4.857)
H (0.954, 2.114, -3.411)
H (2.424, 1.698, -4.270)
H (2.699, 1.287, -0.488)
H (1.697, 2.463, -1.319)
H (4.685, 1.991, -1.783)
H (3.885, 3.426, -1.151)
H (3.691, 2.990, -2.845)
H (2.254, -1.276, -2.805)
H (3.184, -0.712, -1.437)
H (3.898, -0.049, -4.351)
H (4.543, -1.425, -3.466)
H (4.926, 0.213, -2.945)

Properties
Orbital gap in eV: 6.22
Net charge: +1

Here are the Löwdin charges for atoms 1 to 5, given in e:
1 C -0.2209
2 P 1.0115
3 C -0.3063
4 C -0.2634
5 N 0.1326

---

no.,strongest force on any atom (eV/Å)
1,1.974
2,0.133